123
Properties=species:S:1:pos:R:3 method="wB97M-V/def2-TZVPD" charge=+1 e_above_lowest_ev=2.3591 fmax_ev_per_a=2.66 spin_multiplicity=5 lumo_ev="-2.455 / -2.947"
Cr 1.4874 -1.3798 -2.4407
N 0.9593 0.5596 0.2677
O 1.4973 1.6610 0.3969
O 0.0090 0.1925 0.9998
O 1.3193 -0.2282 -0.6658
C 4.2840 3.4925 2.1389
C 4.4258 3.9576 0.6999
C 5.5277 4.9207 0.4035
O 4.5259 2.8274 -0.1820
H 5.2325 3.1280 2.5422
H 3.5208 2.7403 2.3456
H 3.9733 4.3469 2.7499
H 3.4922 4.4929 0.4758
H 5.4300 5.8631 0.9471
H 5.6821 5.2167 -0.6359
H 6.5296 4.5628 0.6765
H 3.7887 2.2409 0.0246
C -1.8461 -3.6387 -0.7651
C -0.9185 -2.8813 -1.7531
C -1.4123 -1.4599 -1.9270
O -0.4877 -0.6837 -2.7052
C -1.0386 0.5279 -3.1595
N 0.4847 -2.9003 -1.1923
H -2.7710 -3.8856 -1.2845
H -2.0250 -2.9441 0.0594
H -1.3642 -4.5239 -0.3629
H -0.8650 -3.4897 -2.6608
H -1.5130 -0.9818 -0.9508
H -2.3544 -1.4266 -2.4795
H -1.8974 0.3445 -3.8080
H -0.3998 1.2848 -3.6162
H -1.3501 1.1272 -2.2887
H 0.2749 -2.8692 -0.1848
H 0.7978 -3.8800 -1.2124
C -1.0147 5.0853 0.8179
C -0.0451 4.7552 1.9938
C -0.5839 3.6509 2.8807
O -0.0163 3.7860 4.1664
C 0.4564 2.5507 4.6627
N 1.2693 4.5320 1.3943
H -0.5855 5.8277 0.1531
H -2.0263 5.2370 1.1932
H -1.0939 4.1770 0.1987
H 0.0344 5.7130 2.5183
H -0.3554 2.6963 2.3880
H -1.6809 3.6555 2.9003
H 1.1244 2.0370 3.9616
H -0.3812 1.8449 4.7449
H 0.9198 2.6239 5.6411
H 1.8510 4.2911 2.1984
H 1.2076 3.7090 0.7993
C 0.2444 -6.5614 -1.5698
O 0.9105 -5.7640 -0.6060
C 0.8882 -6.1829 0.7555
C 1.5518 -5.0620 1.5594
N 0.5405 -4.0512 1.8171
C 0.9957 -2.8375 2.5050
C 1.6801 -3.0867 3.8554
O 0.6503 -3.0673 4.8225
C 1.0695 -3.5522 6.0842
H 0.1108 -5.9752 -2.4735
H -0.7460 -6.8671 -1.2065
H 0.7954 -7.5006 -1.6752
H 1.4591 -7.1199 0.8357
H -0.1384 -6.4566 1.0265
H 2.4339 -4.7896 0.9928
H 1.9189 -5.5900 2.4503
H -0.2237 -4.4050 2.3789
H 0.1763 -2.1562 2.7502
H 1.5727 -2.1611 1.8647
H 2.4481 -2.3167 4.0095
H 2.2307 -4.0300 3.9267
H 1.9405 -2.9887 6.4299
H 1.2961 -4.6222 6.0913
H 0.2448 -3.3803 6.7729
C 4.1869 0.9821 -7.1954
O 3.4641 0.7069 -6.0168
C 3.2643 1.8195 -5.1700
C 2.3385 1.3236 -4.0943
N 2.8033 0.1163 -3.3612
C 3.9195 0.4237 -2.3725
C 4.4767 -0.9287 -1.9738
O 3.4616 -1.9210 -1.7942
C 3.9172 -3.0364 -1.0292
H 5.0301 1.6422 -6.9564
H 3.5851 1.5896 -7.8884
H 4.4468 0.0765 -7.7327
H 2.7972 2.6780 -5.6666
H 4.2455 2.1818 -4.8353
H 1.3404 1.1532 -4.4956
H 2.1499 2.0811 -3.3224
H 3.3603 -0.2917 -4.1265
H 3.3541 0.9303 -1.5920
H 4.5765 1.0745 -2.9409
H 5.1412 -0.8875 -1.1108
H 5.0994 -1.2619 -2.8138
H 3.0958 -3.7271 -0.8707
H 4.2362 -2.6307 -0.0690
H 4.6992 -3.6049 -1.5334
C -8.7745 -1.1399 -0.5485
O -8.0650 0.0542 -0.3948
C -8.7427 1.0919 0.3054
C -7.7350 2.1810 0.6144
N -6.8723 1.7685 1.7235
C -5.7119 2.5916 1.9966
C -4.5549 2.3998 0.9956
O -4.3288 1.0144 0.9230
C -3.4722 0.5986 -0.0933
H -8.1407 -2.0000 -0.3015
H -9.1429 -1.2274 -1.5746
H -9.5893 -1.2569 0.1777
H -9.1232 0.6447 1.2305
H -9.5594 1.4746 -0.3155
H -8.2466 3.0863 0.9456
H -7.1032 2.2932 -0.2785
H -6.5607 0.8334 1.4770
H -5.3503 2.2946 2.9866
H -5.9615 3.6364 2.1915
H -3.6725 2.8837 1.4255
H -4.8342 2.9381 0.0842
H -3.3020 -0.4708 0.0313
H -2.4645 1.0325 0.0079
H -3.8110 0.8254 -1.1112

20
Properties=species:S:1:pos:R:3 method="wB97M-V/def2-TZVPD" charge=+1 e_above_lowest_ev=6.0170 fmax_ev_per_a=4.71 smiles="Cc1cc(C)n(C)[n+](=O)n1" lumo_ev="-5.208 / -5.208"
C -2.5662 -1.9125 0.6317
C -1.3013 -0.9992 0.5501
C -1.0730 -0.1951 -0.6565
C 0.0970 0.4779 -0.6935
C 0.4156 1.3110 -1.7778
N 1.0263 0.3241 0.3559
C 2.2558 1.0455 0.3185
N 0.7624 -0.2919 1.5065
O 1.4547 -0.2043 2.4660
N -0.5046 -1.1579 1.5360
H -3.3768 -1.3320 0.3639
H -2.5623 -2.2903 1.6575
H -2.4100 -2.7559 -0.0470
H -1.7970 -0.0656 -1.3698
H 1.3980 0.9447 -2.1616
H 0.6240 2.3834 -1.4560
H -0.4217 1.3412 -2.3725
H 2.9309 0.4281 1.0348
H 2.6164 0.8578 -0.6612
H 2.4317 2.0910 0.7746